{
  "formula": "C3H7NOS",
  "method": "the ωB97M-V functional and the def2-TZVPD basis",
  "symbols": ["C", "C", "C", "N", "O", "S", "H", "H", "H", "H", "H", "H", "H"],
  "positions_angstrom": [[-1.8737, -0.4811, -0.8287], [1.2914, 0.9939, 0.6323], [0.8467, 0.3420, -0.6222], [-0.8436, -0.8271, -0.0633], [-1.8368, 0.2649, -1.7699], [-0.6344, -1.3904, 1.4357], [-2.7953, -0.8551, -0.3997], [1.7759, 1.9114, 0.1475], [0.4304, 1.3074, 1.3673], [2.0361, 0.5321, 1.1820], [0.2508, 1.0803, -1.2697], [1.3673, -0.4103, -1.0589], [-0.0148, -2.4679, 1.2476]],
  "atomic_forces_ev_per_a": [[-0.83, 0.12, 1.33], [-1.66, 2.49, -0.69], [-5.77, 1.96, 1.45], [5.04, 1.99, -1.93], [0.05, 0.31, -1.06], [-2.23, 2.04, 2.01], [-0.91, -0.46, -0.10], [-0.58, -0.61, 1.16], [1.58, -0.43, -1.71], [1.32, -1.27, 1.04], [1.10, -1.67, 0.67], [1.58, -1.97, -1.36], [1.32, -2.50, -0.81]],
  "homo_lumo_gap_ev": 9.061,
  "e_above_lowest_kcal_mol": 89.72,
  "energy_ha": -646.5690,
  "e_homo_ev": -8.74
}

{
  "formula": "C3H7NOS",
  "method": "the ωB97M-V functional and the def2-TZVPD basis",
  "symbols": ["C", "C", "C", "N", "O", "S", "H", "H", "H", "H", "H", "H", "H"],
  "positions_angstrom": [[-0.2538, 2.2463, 0.3231], [-0.3017, -0.7700, -1.8493], [0.4507, 1.0791, 0.1414], [0.6527, -1.4177, 1.3093], [-1.6679, -0.5573, 0.6633], [-0.3400, -0.5566, 0.0903], [0.0882, 3.2516, 0.2225], [-1.3786, 2.2465, 0.4785], [-1.0007, -1.6322, -2.2015], [0.6958, -1.0114, -2.0681], [1.5009, 0.8632, 0.0080], [1.5349, -1.8028, 0.9530], [0.0193, -1.9387, 1.9294]],
  "atomic_forces_ev_per_a": [[-0.73, -2.96, -0.40], [-2.57, -0.55, 2.65], [-1.81, 1.23, 0.67], [-0.88, 1.38, -1.20], [-0.01, -0.01, 0.05], [0.57, -0.31, -2.08], [0.99, 0.25, 0.10], [1.52, -0.58, -0.19], [1.12, 1.22, 1.17], [1.72, -0.25, -0.33], [0.27, 0.84, -0.16], [-0.93, -0.23, 0.36], [0.74, -0.02, -0.63]],
  "homo_lumo_gap_ev": 8.552,
  "smiles": "C=C[S@@](=C)(N)=O",
  "e_above_lowest_kcal_mol": 137.19,
  "energy_ha": -646.4934,
  "e_homo_ev": -8.02
}

{
  "formula": "C3H7NOS",
  "method": "the ωB97M-V functional and the def2-TZVPD basis",
  "symbols": ["C", "C", "C", "H", "H", "H", "H", "H", "H", "H", "N", "O", "S"],
  "positions_angstrom": [[-1.6350, 0.9174, 0.3554], [0.1035, -0.3546, -0.6706], [1.6406, -0.9116, -0.5218], [-1.7423, 1.8051, 0.9730], [-2.7226, 0.2960, 0.3809], [-1.7557, 1.4658, -0.5740], [1.0682, 0.6839, 1.5769], [1.8624, -1.3737, -1.5779], [2.4245, -0.3357, -0.2566], [1.6906, -1.6425, 0.2707], [-0.4220, 0.1945, 0.4623], [0.1034, 0.0358, 1.7496], [-0.6155, -0.7806, -2.1681]],
  "atomic_forces_ev_per_a": [[-4.49, -0.01, -0.27], [2.63, -2.00, 0.10], [-3.85, -2.45, -2.89], [0.43, -0.55, 1.18], [3.16, 1.21, 0.35], [0.65, -0.71, -0.80], [-4.03, -2.92, 1.55], [-0.38, 0.76, 2.35], [2.20, 3.10, 0.61], [-0.49, -0.81, 0.00], [-0.95, -0.26, -2.22], [4.88, 3.29, -2.13], [0.24, 1.35, 2.15]],
  "homo_lumo_gap_ev": 8.421,
  "smiles": "CC(=S)N(C)O",
  "e_above_lowest_kcal_mol": 109.38,
  "energy_ha": -646.5377,
  "e_homo_ev": -8.33
}

{
  "formula": "C3H7NOS",
  "method": "the ωB97M-V functional and the def2-TZVPD basis",
  "symbols": ["C", "C", "C", "N", "O", "S", "H", "H", "H", "H", "H", "H", "H"],
  "positions_angstrom": [[1.7763, -0.3674, -0.5132], [-2.2959, -0.0267, -0.5149], [-1.1341, 0.5385, -0.1832], [1.2606, -1.0329, 0.4635], [-0.9597, 1.2707, 0.9274], [3.2957, 0.4554, -0.1633], [-3.1908, 0.2413, -0.0168], [-2.4114, -0.7568, -1.3318], [3.4344, 0.8282, -1.4364], [-0.1015, 0.4218, -0.4817], [0.4814, -1.6792, 0.2500], [1.5238, -1.1144, 1.4862], [-1.6787, 1.2215, 1.5141]],
  "atomic_forces_ev_per_a": [[1.50, 0.32, -0.75], [0.99, -0.62, -1.37], [-0.18, -0.73, 0.56], [-0.70, -1.93, 2.38], [1.30, 1.28, 0.20], [-0.80, -0.31, 0.02], [-0.71, 0.19, 0.65], [0.32, 0.67, 0.35], [0.14, 0.19, 0.01], [-0.81, -0.37, -1.67], [0.46, 0.96, 0.10], [0.17, 0.36, -1.52], [-1.69, -0.01, 1.04]],
  "homo_lumo_gap_ev": 9.203,
  "e_above_lowest_kcal_mol": 87.43,
  "energy_ha": -646.5727,
  "e_homo_ev": -8.46
}

{
  "formula": "C3H7NOS",
  "method": "the ωB97M-V functional and the def2-TZVPD basis",
  "symbols": ["C", "C", "C", "N", "O", "S", "H", "H", "H", "H", "H", "H", "H"],
  "positions_angstrom": [[2.2225, 0.0712, 0.1022], [-1.6483, 0.4008, 0.4358], [0.2541, -1.0661, -0.1255], [-0.4914, 0.0919, -0.4388], [1.7389, 1.2482, -0.0500], [3.6975, -0.5748, 0.1028], [-2.5234, -0.2508, 0.3408], [-1.2904, 0.5114, 1.5667], [-2.0518, 1.4427, 0.0505], [-0.1066, -1.5646, 0.7221], [0.4606, -1.5971, -1.0550], [-1.0318, -0.0069, -1.3615], [0.7702, 1.2939, -0.2901]],
  "atomic_forces_ev_per_a": [[-2.83, -1.77, -0.80], [0.28, 2.92, 1.49], [2.66, 2.37, -1.72], [-3.29, 0.24, -1.55], [1.66, 0.75, 0.22], [-0.60, 0.47, 0.31], [0.47, -0.42, 0.20], [-0.92, -0.27, -2.45], [0.84, -1.84, 1.12], [0.09, -0.95, 1.15], [0.22, -0.45, 0.66], [1.87, 0.17, 1.23], [-0.45, -1.20, 0.14]],
  "homo_lumo_gap_ev": 8.119,
  "e_above_lowest_kcal_mol": 92.38,
  "energy_ha": -646.5648,
  "e_homo_ev": -7.58
}

{
  "formula": "C3H7NOS",
  "method": "the ωB97M-V functional and the def2-TZVPD basis",
  "symbols": ["C", "C", "C", "H", "H", "H", "H", "H", "H", "H", "N", "O", "S"],
  "positions_angstrom": [[-1.3398, 0.4854, -1.2667], [-0.5443, 1.3386, -0.2612], [1.4901, -1.6991, 1.2081], [-1.4157, -1.1391, -0.1298], [-2.1571, 1.0077, -1.7314], [-0.7159, 0.1025, -2.0673], [-0.3726, 2.2978, -0.7801], [-1.1847, 1.5158, 0.6553], [1.1696, -2.6842, 1.5856], [2.5719, -1.4092, 1.1195], [0.5371, -0.8790, 0.7999], [-2.0187, -0.5812, -0.6459], [1.0536, 0.6476, 0.1772]],
  "atomic_forces_ev_per_a": [[-0.04, -0.75, 0.74], [-1.32, 0.20, -0.11], [-1.60, 2.06, -1.20], [0.10, 0.40, -0.18], [-0.11, 0.86, -0.15], [0.50, 0.10, -0.17], [0.34, -0.20, 0.53], [0.79, -0.14, -1.00], [0.32, 0.61, -0.17], [-0.96, -0.50, 0.27], [2.34, -1.49, 0.80], [-0.27, -0.68, 0.40], [-0.11, -0.45, 0.23]],
  "homo_lumo_gap_ev": 9.472,
  "smiles": "C=NSCCO",
  "e_above_lowest_kcal_mol": 46.21,
  "energy_ha": -646.6383,
  "e_homo_ev": -8.83
}

{
  "formula": "C3H7NOS",
  "method": "the ωB97M-V functional and the def2-TZVPD basis",
  "symbols": ["C", "C", "S", "C", "N", "O", "H", "H", "H", "H", "H", "H", "H"],
  "positions_angstrom": [[-0.1872, -0.0058, -0.5427], [0.0212, 0.5544, 0.8408], [0.1760, 2.5091, 0.5478], [0.0321, -1.5146, -0.6771], [-0.8566, -2.3020, 0.0982], [0.9630, -2.1096, -1.1745], [-1.1677, 0.1557, -1.1137], [0.5088, 0.5451, -1.2513], [-0.9272, 0.1153, 1.3494], [0.9615, 0.3647, 1.4168], [-0.6254, 2.7347, 1.6430], [-0.6524, -3.2275, -0.1010], [-1.8183, -2.0466, 0.2742]],
  "atomic_forces_ev_per_a": [[1.23, 0.10, -3.66], [-1.68, 0.76, 0.44], [-1.44, -1.95, 1.61], [-0.14, -0.94, 2.01], [0.20, 2.67, -0.53], [-0.06, 0.90, -0.53], [0.74, 0.30, 1.71], [-0.39, -1.09, 0.65], [1.72, 1.71, 0.24], [-0.96, -0.56, -0.96], [0.59, 0.27, -0.72], [-0.03, -2.19, -0.11], [0.21, 0.03, -0.15]],
  "homo_lumo_gap_ev": 10.052,
  "smiles": "NC(=O)CCS",
  "e_above_lowest_kcal_mol": 29.59,
  "energy_ha": -646.6648,
  "e_homo_ev": -9.43
}

{
  "formula": "C3H7NOS",
  "method": "the ωB97M-V functional and the def2-TZVPD basis",
  "symbols": ["C", "C", "C", "H", "H", "H", "H", "H", "H", "H", "N", "O", "S"],
  "positions_angstrom": [[0.8010, -0.6416, -0.0429], [-0.5774, -0.2501, 0.2780], [-1.1569, 0.9685, -0.4553], [1.8731, 0.9048, 0.6558], [2.6788, -0.5307, 0.7135], [0.8471, -1.6699, -0.0119], [1.0663, -0.2235, -1.0477], [-1.2883, -1.1194, 0.2384], [-0.5822, -0.1435, 1.3473], [-2.2791, -0.3645, -1.1940], [1.7762, -0.0680, 0.9684], [-2.2089, 0.5918, -1.2080], [-0.9495, 2.5461, -0.2416]],
  "atomic_forces_ev_per_a": [[1.89, 2.81, -0.63], [-1.78, -0.03, 0.60], [-1.49, -1.18, 1.01], [0.20, -0.23, 0.52], [-0.78, 0.74, 0.52], [0.52, -2.28, -0.15], [-0.15, -0.85, 0.43], [0.48, 0.62, -0.75], [-0.07, 0.93, 0.65], [-0.08, -0.29, -0.10], [0.21, -0.76, -1.62], [0.09, 0.22, -0.58], [0.96, 0.30, 0.10]],
  "homo_lumo_gap_ev": 9.190,
  "smiles": "NCCC(O)=S",
  "e_above_lowest_kcal_mol": 38.46,
  "energy_ha": -646.6507,
  "e_homo_ev": -8.87
}

{
  "formula": "C3H7NOS",
  "method": "the ωB97M-V functional and the def2-TZVPD basis",
  "symbols": ["C", "C", "C", "N", "O", "S", "H", "H", "H", "H", "H", "H", "H"],
  "positions_angstrom": [[0.0223, 0.7351, 0.5741], [1.1455, 1.4078, -0.2101], [-0.4254, -1.6363, -0.1279], [0.4259, -0.6583, 0.4980], [3.2363, -0.2967, 0.0564], [1.9780, -0.2238, -0.6542], [-0.0373, 1.1386, 1.5134], [-0.9779, 0.9216, -0.0265], [0.7122, 1.9992, -1.1245], [1.7558, 1.8161, 0.5187], [0.0711, -2.6109, -0.1205], [-1.2358, -1.7243, 0.6995], [-0.6698, -1.3188, -1.2269]],
  "atomic_forces_ev_per_a": [[-3.03, -1.64, -4.47], [-1.28, -1.56, -2.55], [-0.97, 0.55, 0.89], [-2.65, 0.02, 2.62], [2.26, -0.19, 1.47], [1.23, 2.20, -4.28], [-0.25, 0.55, 2.57], [1.49, -0.38, 1.51], [1.44, -0.88, 1.93], [1.65, 1.72, 0.61], [0.17, 0.23, -0.28], [0.30, 0.03, -2.15], [-0.36, -0.65, 2.12]],
  "homo_lumo_gap_ev": [6.436, 6.805],
  "spin_multiplicity": 3,
  "e_above_lowest_kcal_mol": 61.78,
  "energy_ha": -646.4581,
  "e_homo_ev": [-5.58, -8.91],
  "s2": 2.0098
}

{
  "formula": "C3H7NOS2",
  "method": "the ωB97M-V functional and the def2-TZVPD basis",
  "symbols": ["N", "C", "C", "O", "C", "S", "S", "H", "H", "H", "H", "H", "H", "H"],
  "positions_angstrom": [[-1.9791, -1.4677, -0.8491], [-0.7932, -0.6766, -1.1833], [-0.0304, -1.2770, -2.3805], [0.6596, -0.5432, -3.0354], [0.2650, -0.3965, -0.0874], [-0.3900, 0.8196, 1.0796], [1.2553, 1.0793, 2.3391], [-1.8275, -2.0374, -0.0251], [-2.6583, -0.7624, -0.5801], [-1.1089, 0.2922, -1.5769], [-0.2488, -2.3437, -2.5664], [1.1136, -0.0536, -0.6753], [0.5146, -1.3623, 0.3569], [2.2303, 1.8689, 1.8260]],
  "atomic_forces_ev_per_a": [[0.23, 0.89, 0.24], [0.46, -0.21, -0.36], [-0.77, 0.96, 0.71], [0.28, -0.80, -0.34], [-0.72, -0.71, -0.99], [1.37, 0.30, -0.02], [-0.33, -0.55, 0.75], [0.07, -0.09, 0.01], [-0.40, -0.49, 0.05], [-0.17, 0.00, 0.04], [0.31, -0.06, -0.34], [0.24, 0.46, 0.54], [0.12, 0.21, 0.46], [-0.69, 0.09, -0.73]],
  "homo_lumo_gap_ev": 9.588,
  "smiles": "N[C@H](C=O)CSS",
  "e_above_lowest_kcal_mol": 34.01,
  "energy_ha": -1044.8482,
  "e_homo_ev": -9.41
}